# C32H34AsIr

A molecular structure, C32H34AsIr at a distorted geometry (wB97M-V/def2-TZVPD, OMol25).

Results
net charge	+1
spin multiplicity	6
⟨S²⟩	8.784
gap between HOMO and LUMO (alpha / beta)	4.03 / 4.11	eV
LUMO (alpha / beta)	-0.092 / -0.258	Ha
largest force on an atom	5.53	eV Å⁻¹

Structure (XYZ):
```
68
Properties=species:S:1:pos:R:3:mulliken_spin:R:1
Ir 0.80963 -1.21127 -1.85877 0.55
As -0.47184 0.87918 1.76421 0.44
C -0.85032 1.18239 4.63757 0.43
C 0.86986 -1.00253 -6.34508 0.03
C 1.87058 -0.73543 2.94370 0.03
C -1.00308 3.27650 3.40260 0.28
C 2.65473 -0.68383 -0.72556 0.08
C -1.41462 -0.04273 -5.80624 0.04
C 2.99402 -1.40043 -1.91867 0.01
C -2.02488 -1.60858 2.60020 -0.01
C -1.25506 -1.30346 -2.64108 0.06
C -3.28299 0.36789 1.91766 0.09
C -0.14400 -3.21876 -1.93049 0.02
C 0.62714 1.45001 -5.73371 0.03
C 3.40372 1.62008 3.15511 -0.01
C 1.40023 0.47063 2.41666 0.09
C -0.85939 1.88089 3.42685 0.24
C -3.22848 -2.20875 3.00459 -0.01
C 0.04840 0.10076 -5.83577 0.73
C -0.62801 -2.52831 -0.77431 0.07
C 3.09521 -0.74022 3.63268 -0.01
C 1.98688 0.52964 -1.10510 0.01
C 3.83902 0.43761 3.76693 0.04
C -1.28436 -1.32628 -1.21004 0.01
C 1.93150 0.58009 -2.53234 0.08
C -4.47325 -0.23169 2.33977 -0.02
C -1.08025 3.97292 4.61486 0.60
C -2.06705 -0.30542 2.10314 0.09
C -1.00398 3.28960 5.83380 -0.04
C 2.54998 -0.61737 -3.04180 0.04
C 2.19121 1.62722 2.45714 0.08
C -0.91080 1.89341 5.84304 0.42
C -4.43667 -1.51169 2.90741 0.05
C -0.52576 -2.46231 -3.09058 0.04
H -1.71930 -1.04781 -5.49201 0.01
H -0.29818 -2.72213 -4.12432 0.00
H -1.72488 -0.57693 -0.55648 0.00
H 0.41249 -4.15525 -1.94679 0.01
H 1.67149 1.42368 -5.40012 0.01
H 0.47537 -1.98145 -6.04072 0.00
H 1.49655 1.37007 -3.14069 0.02
H 0.89173 -0.99697 -7.44980 0.04
H 1.60945 1.28285 -0.41601 0.00
H 4.76935 0.43597 4.34124 0.00
H 1.91181 -0.92630 -6.00825 0.01
H -5.35906 -1.96410 3.27475 0.00
H -1.01441 3.81020 2.45221 0.01
H -1.17319 5.06101 4.61514 0.02
H -1.68252 -0.54329 -3.28627 0.02
H 0.61652 1.96091 -6.71261 0.04
H -1.86858 0.69412 -5.13112 0.01
H 1.29063 -1.65296 2.83198 0.00
H 3.45969 -1.67077 4.07909 0.00
H 3.48866 -2.36877 -1.97449 0.01
H -3.29370 1.37275 1.48723 -0.01
H -1.85591 0.12494 -6.80420 0.04
H 0.04854 2.07786 -5.04244 0.01
H 3.99273 2.53832 3.22979 0.00
H -5.41777 0.30485 2.22938 0.00
H -0.51056 -2.84871 0.25737 0.03
H 1.84323 2.55085 1.98807 -0.01
H 2.65137 -0.89237 -4.08883 0.00
H -1.00594 3.83881 6.77819 0.01
H -3.20990 -3.22563 3.40224 0.00
H -0.85986 1.34895 6.78795 0.02
H -0.74616 0.09532 4.65232 0.08
H -1.07241 -2.13231 2.69583 0.00
H 2.85542 -1.00544 0.29401 0.03
```